No. 1
C5H9N2 | ωB97M-V/def2-TZVPD

Summary:
* charge: +1
* ΔE to the lowest compared entry with this formula, charge and spin: 4.5114 eV
* lowest unoccupied orbital energy: -5.7 eV
* E_HOMO: -14.11 eV

Last column: Löwdin charge in e.
Positions of all 16 atoms, in Å:
C: -1.973141 0.586833 -0.061787  0.065
C: 0.050647 2.215234 -0.045768  0.251
C: -0.616949 -1.269102 0.242585  -0.107
C: 0.357583 -0.079737 0.496928  -0.262
C: 1.589702 -0.437826 -0.356009  -0.027
N: -1.904322 -0.679687 0.002344  0.031
N: -0.511430 1.032281 0.071877  -0.045
H: -0.634921 3.009230 -0.206410  0.117
H: 1.057751 2.151421 -0.322260  0.095
H: -0.224424 -1.815928 -0.615739  0.126
H: -0.786219 -1.954020 1.058098  0.139
H: 0.504110 0.086508 1.546523  0.156
H: 2.331899 0.458173 -0.580606  0.127
H: 1.239571 -0.784844 -1.291914  0.065
H: 2.242303 -1.234999 -0.029977  0.096
H: -2.722166 -1.283538 0.092114  0.173

Cartesian forces (eV/Å) of the 3 atoms listed first:
-0.5 2.8 0.1
-3.7 -3.2 -1.2
1.0 -0.7 0.6

No. 2
C5H9N2 | ωB97M-V/def2-TZVPD

Summary:
* charge: +1
* ΔE to the lowest compared entry with this formula, charge and spin: 5.2318 eV
* lowest unoccupied orbital energy: -4.5 eV
* E_HOMO: -14.04 eV

Last column: Löwdin charge in e.
Positions of all 16 atoms, in Å:
C: 0.104333 1.215415 -0.937006  0.037
C: -1.473256 -0.599833 -0.154649  -0.205
C: -0.070984 -0.324387 -0.814551  -0.088
C: 0.992154 0.225199 0.114335  -0.201
C: 2.205065 -0.489464 0.583833  0.044
N: 0.432521 1.476735 0.296714  0.253
N: -1.945581 0.399923 0.722466  0.049
H: 0.108853 1.890930 -1.682243  0.122
H: -2.048084 -0.468338 -1.001797  0.098
H: -1.311313 -1.656241 0.252858  0.161
H: 0.183035 -1.057234 -1.604994  0.163
H: 3.152061 -0.326346 -0.071408  0.157
H: 1.996261 -1.508273 0.607889  0.073
H: 2.396965 0.129583 1.499172  0.126
H: -2.812868 0.873770 0.483816  0.114
H: -1.909168 0.218562 1.705564  0.097

Cartesian forces (eV/Å) of the 3 atoms listed first:
-0.3 -3.4 1.5
1.3 -0.8 1.3
1.1 1.9 0.2

Computed Kohn-Sham gap, in the same sequence as the records: 0.3077; 0.3496 hartree.
Computed maximum force, in the same sequence as the records: 5.06; 4.73 eV/A.
Computed calculated total energy, in the same sequence as the records: -305.0642; -305.0378 a.u..